[1]
{"formula": "C31H38N5", "method": "wB97M-V/def2-TZVPD", "total_energy_ha": -1477.572779, "e_lumo_ev": -3.44, "charge": 1, "orbital_gap_ev": 6.14, "multiplicity": 1, "largest_force_ha_per_bohr": 0.0318, "e_homo_ha": -0.3521, "species": ["C", "N", "C", "C", "C", "C", "C", "C", "C", "C", "C", "C", "C", "C", "C", "C", "C", "C", "C", "C", "N", "C", "C", "C", "C", "C", "C", "H", "H", "H", "H", "H", "H", "H", "H", "H", "H", "H", "H", "H", "H", "H", "H", "H", "H", "H", "H", "H", "H", "H", "H", "H", "H", "H", "C", "C", "N", "C", "N", "C", "C", "C", "N", "H", "H", "H", "H", "H", "H", "H", "H", "H", "H", "H"], "coordinates": [[1.77, -4.31, 5.75], [0.62, -4.37, 4.87], [-0.06, -5.64, 4.87], [0.25, -3.34, 4.07], [-0.93, -3.40, 3.27], [-1.22, -2.41, 2.35], [-0.39, -1.26, 2.19], [-0.62, -0.26, 1.14], [-1.22, -0.62, -0.10], [-1.51, 0.21, -1.21], [-2.82, 0.11, -1.88], [-3.31, 1.22, -2.60], [-4.38, 1.06, -3.48], [-5.02, -0.17, -3.59], [-4.67, -1.22, -2.73], [-3.62, -1.07, -1.82], [-0.13, 1.09, 1.39], [0.57, 1.78, 0.39], [1.12, 3.04, 0.60], [0.96, 3.68, 1.85], [1.54, 4.89, 2.09], [1.17, 5.73, 3.20], [2.60, 5.42, 1.24], [0.22, 3.02, 2.87], [-0.24, 1.73, 2.66], [0.73, -1.18, 3.06], [1.06, -2.17, 3.95], [1.90, -3.29, 6.15], [1.60, -5.01, 6.58], [2.70, -4.60, 5.23], [-0.52, -5.85, 3.90], [0.67, -6.43, 5.10], [-0.86, -5.67, 5.64], [-1.60, -4.25, 3.37], [-2.13, -2.48, 1.76], [-1.62, -1.63, -0.16], [-1.03, 1.17, -1.35], [-2.84, 2.20, -2.46], [-4.72, 1.92, -4.07], [-5.87, -0.29, -4.27], [-5.24, -2.16, -2.74], [-3.39, -1.85, -1.10], [0.72, 1.27, -0.57], [1.65, 3.53, -0.22], [0.15, 5.51, 3.53], [1.84, 5.61, 4.06], [1.22, 6.79, 2.88], [3.10, 4.62, 0.70], [2.21, 6.15, 0.51], [3.34, 5.94, 1.87], [0.07, 3.49, 3.84], [-0.73, 1.20, 3.48], [1.36, -0.29, 3.03], [1.96, -2.07, 4.56], [-0.29, -1.70, -4.84], [-1.03, -0.70, -3.97], [-0.27, -0.09, -2.91], [0.98, 0.18, -3.27], [1.59, -0.30, -4.38], [0.97, -1.09, -5.41], [2.92, 0.20, -4.55], [3.14, 1.04, -3.32], [1.88, 0.98, -2.63], [-0.05, -2.57, -4.22], [-0.94, -2.00, -5.66], [-1.44, 0.09, -4.65], [-1.91, -1.18, -3.50], [1.66, -1.87, -5.73], [0.76, -0.48, -6.30], [3.63, -0.63, -4.63], [2.99, 0.78, -5.48], [3.93, 0.61, -2.72], [3.43, 2.04, -3.62], [1.64, 1.60, -1.87]]}

[2]
{"formula": "C31H39BrN2O21S", "method": "wB97M-V/def2-TZVPD", "total_energy_ha": -5866.300372, "e_lumo_ev": -1.67, "smiles": "CC(C)Cc1ccc(Br)c2nsnc12.O=C1OCCO1.O=C1OCCO1.O=C1OCCO1.O=C1OCCO1.O=C1OCCO1.O=C1OCCO1.O=C1OCCO1", "orbital_gap_ev": 6.96, "multiplicity": 1, "largest_force_ha_per_bohr": 0.1128, "e_homo_ha": -0.3173, "species": ["C", "C", "C", "C", "C", "C", "C", "C", "Br", "C", "N", "S", "N", "C", "H", "H", "H", "H", "H", "H", "H", "H", "H", "H", "H", "O", "C", "O", "C", "C", "O", "H", "H", "H", "H", "O", "C", "O", "C", "C", "O", "H", "H", "H", "H", "O", "C", "O", "C", "C", "O", "H", "H", "H", "H", "O", "C", "O", "C", "C", "O", "H", "H", "H", "H", "O", "C", "O", "C", "C", "O", "H", "H", "H", "H", "O", "C", "O", "C", "C", "O", "H", "H", "H", "H", "O", "C", "O", "C", "C", "O", "H", "H", "H", "H"], "coordinates": [[-3.00, 0.73, -6.96], [-1.86, 0.45, -5.81], [-1.95, -1.12, -5.49], [-2.23, 1.42, -4.58], [-1.97, 0.81, -3.13], [-3.17, 0.90, -2.11], [-2.98, 0.33, -0.64], [-1.63, -0.33, -0.21], [-1.36, -1.09, 1.61], [-0.42, -0.40, -1.19], [0.91, -0.95, -1.06], [1.67, -0.69, -2.59], [0.49, 0.09, -3.56], [-0.62, 0.19, -2.64], [-3.91, 0.06, -6.71], [-3.31, 1.83, -7.00], [-2.56, 0.33, -7.93], [-0.82, 0.75, -6.23], [-1.68, -1.68, -6.47], [-3.02, -1.48, -5.23], [-1.19, -1.49, -4.71], [-3.35, 1.68, -4.67], [-1.63, 2.41, -4.72], [-4.19, 1.39, -2.39], [-3.83, 0.37, 0.14], [6.44, -4.46, -1.06], [5.25, -4.28, -0.95], [4.62, -3.12, -1.28], [3.22, -3.38, -1.22], [3.13, -4.55, -0.29], [4.38, -5.21, -0.49], [2.68, -2.51, -0.85], [2.87, -3.61, -2.23], [3.05, -4.25, 0.75], [2.30, -5.21, -0.54], [-0.10, -4.80, -0.76], [-1.29, -4.62, -0.65], [-1.92, -3.46, -0.98], [-3.32, -3.72, -0.93], [-3.41, -4.89, 0.00], [-2.16, -5.55, -0.18], [-3.86, -2.85, -0.56], [-3.67, -3.96, -1.94], [-3.49, -4.58, 1.05], [-4.24, -5.55, -0.24], [-1.32, 4.57, 1.93], [-0.44, 3.75, 1.82], [-0.21, 3.02, 0.70], [1.03, 2.34, 0.89], [1.15, 2.28, 2.38], [0.44, 3.43, 2.81], [1.01, 1.36, 0.43], [1.83, 2.93, 0.44], [0.67, 1.39, 2.80], [2.18, 2.31, 2.72], [-6.44, 1.29, -1.98], [-6.54, 2.21, -1.22], [-7.04, 3.43, -1.55], [-7.19, 4.16, -0.35], [-6.21, 3.51, 0.58], [-6.16, 2.17, 0.09], [-6.97, 5.22, -0.50], [-8.23, 4.06, 0.00], [-5.22, 3.95, 0.52], [-6.54, 3.52, 1.62], [4.51, 6.80, 2.72], [3.33, 6.98, 2.82], [2.69, 8.14, 2.48], [1.30, 7.88, 2.53], [1.20, 6.71, 3.47], [2.45, 6.05, 3.28], [0.75, 8.75, 2.90], [0.95, 7.64, 1.52], [1.11, 7.02, 4.51], [0.37, 6.05, 3.22], [11.54, -7.80, 1.03], [10.45, -7.40, 0.73], [10.13, -6.08, 0.61], [8.83, -6.02, 0.02], [8.24, -7.35, 0.37], [9.38, -8.19, 0.46], [8.26, -5.19, 0.43], [8.94, -5.88, -1.06], [7.73, -7.34, 1.34], [7.55, -7.71, -0.39], [-0.19, -0.61, 4.95], [-0.66, 0.38, 5.44], [-0.48, 1.65, 4.95], [-1.37, 2.50, 5.67], [-1.59, 1.75, 6.95], [-1.43, 0.40, 6.56], [-0.91, 3.48, 5.83], [-2.29, 2.62, 5.09], [-0.84, 1.99, 7.71], [-2.59, 1.93, 7.36]]}

[3]
{"formula": "C31H39HgN5O2P2", "method": "wB97M-V/def2-TZVPD", "total_energy_ha": -2464.806087, "e_lumo_ev": [-4.33, -4.33], "orbital_gap_ev": [3.12, 3.11], "multiplicity": 1, "largest_force_ha_per_bohr": 0.0780, "e_homo_ha": [-0.2737, -0.2736], "species": ["Hg", "C", "C", "C", "C", "C", "C", "C", "C", "C", "H", "H", "H", "H", "H", "H", "H", "H", "H", "H", "H", "H", "H", "H", "H", "P", "P", "N", "N", "N", "N", "C", "C", "C", "C", "C", "C", "C", "C", "C", "C", "C", "C", "C", "C", "C", "C", "C", "C", "H", "H", "H", "H", "H", "H", "H", "H", "H", "H", "H", "H", "H", "H", "H", "H", "H", "H", "H", "H", "O", "C", "C", "C", "C", "O", "N", "H", "H", "H", "H"], "coordinates": [[-0.56, 3.56, -0.79], [-4.14, -0.56, 2.48], [-2.96, 0.03, 2.20], [-1.93, -0.55, 1.24], [-1.86, 0.01, -0.18], [-2.99, -0.42, -1.11], [-4.06, -1.16, -0.83], [-4.22, -2.14, 0.31], [-4.90, -1.47, 1.52], [-2.79, 3.48, -0.81], [-4.77, -0.27, 3.36], [-2.62, 0.99, 2.67], [-1.90, -1.64, 1.18], [-0.98, -0.25, 1.71], [-1.75, 1.11, -0.13], [-0.91, -0.36, -0.61], [-2.91, 0.09, -2.09], [-4.94, -1.12, -1.48], [-3.32, -2.73, 0.56], [-4.95, -2.89, -0.06], [-5.81, -0.91, 1.20], [-5.25, -2.32, 2.11], [-3.32, 3.11, 0.09], [-3.07, 2.83, -1.66], [-3.09, 4.53, -0.99], [2.58, -0.09, -2.42], [3.13, 0.02, 0.78], [1.94, -1.27, -3.60], [3.77, 0.57, -3.61], [2.59, -1.62, 1.34], [4.17, 0.26, 2.21], [3.75, -1.29, -1.60], [4.40, -0.65, -0.36], [0.57, -1.48, -3.83], [0.43, -2.55, -4.71], [1.74, -3.05, -5.00], [2.65, -2.27, -4.28], [3.78, 1.92, -4.01], [4.88, 2.13, -4.83], [5.58, 0.89, -4.94], [4.89, -0.04, -4.17], [1.22, -1.89, 1.44], [1.03, -3.23, 1.76], [2.33, -3.83, 1.82], [3.25, -2.84, 1.50], [4.96, -0.64, 2.94], [5.76, 0.08, 3.82], [5.51, 1.48, 3.59], [4.57, 1.56, 2.57], [4.54, -1.61, -2.28], [3.15, -2.18, -1.35], [5.04, -1.40, 0.14], [5.02, 0.22, -0.63], [-0.15, -0.82, -3.38], [-0.50, -2.94, -5.10], [2.01, -3.86, -5.66], [3.72, -2.36, -4.22], [2.99, 2.57, -3.66], [5.16, 3.07, -5.29], [6.48, 0.69, -5.50], [5.15, -1.07, -3.99], [0.54, -1.07, 1.27], [0.07, -3.71, 1.92], [2.56, -4.86, 2.05], [4.32, -2.91, 1.38], [4.86, -1.70, 2.83], [6.45, -0.34, 4.54], [5.97, 2.31, 4.09], [4.10, 2.40, 2.08], [-7.45, 1.57, 1.45], [-6.79, 2.41, 2.09], [-7.29, 2.91, 3.48], [-6.25, 3.93, 3.88], [-5.25, 3.92, 2.68], [-4.29, 4.71, 2.66], [-5.59, 2.98, 1.73], [-8.27, 3.39, 3.44], [-7.33, 2.08, 4.21], [-6.69, 4.93, 4.03], [-5.74, 3.63, 4.82]]}